Molecular formula: C4H7NO2
Method: DFT, ωB97M-V/def2-TZVPD

Positions of all 14 atoms, in Å:
1 H 0.141 -1.488 1.860
2 O 1.000 -1.780 -0.844
3 H -1.352 0.428 -1.381
4 H -0.947 -1.649 -0.429
5 H 0.296 0.282 -2.020
6 C -0.538 1.484 0.918
7 C 0.168 -0.682 1.136
8 O -0.436 0.415 1.638
9 H -0.983 2.348 1.393
10 C -0.064 -1.001 -0.320
11 N 0.108 1.484 -0.302
12 H 1.094 1.257 -0.055
13 C -0.302 0.298 -1.103
14 H 1.815 -1.398 -0.491

Summary:
relative energy (zero: lowest compared OMol25 entry of this formula, charge and spin) = 419.0 kJ/mol
HOMO (spin up / spin down) = -7.53 / -7.82 eV
max |F| = 0.51 eV/Å


Molecular formula: C16H30N3OPSiV
Method: DFT, ωB97M-V/def2-TZVPD

Positions of all 53 atoms, in Å:
1 H 0.590 -2.841 -2.924
2 C 1.145 0.181 2.460
3 H -2.081 -1.714 -0.863
4 H -4.179 0.890 3.219
5 Si -0.838 -2.332 -0.290
6 H 1.658 -4.109 -0.216
7 N -1.947 0.613 0.995
8 C -1.937 0.616 -4.526
9 C -1.570 1.856 -5.060
10 H -2.598 -0.050 -5.085
11 C 1.703 1.322 3.310
12 H -0.016 0.262 2.349
13 H -4.845 2.192 1.069
14 H -1.948 2.164 -6.037
15 H -0.667 -3.491 -1.188
16 H -1.947 -0.265 2.962
17 H -1.720 -0.761 -2.860
18 H 2.377 -2.740 -3.038
19 H -0.400 3.663 -4.768
20 C -1.304 -3.140 1.354
21 H -0.412 -3.616 1.782
22 C -2.435 0.332 2.199
23 C 1.488 -1.184 3.038
24 P 1.591 -1.779 -0.950
25 C -0.623 1.090 -2.519
26 H 0.770 -1.969 2.747
27 C 1.464 -2.208 -2.732
28 H 2.753 1.488 3.043
29 H 2.537 -3.036 0.911
30 H -1.752 -2.448 2.081
31 C -0.227 2.335 -3.103
32 H 1.369 -1.281 -3.315
33 N -3.628 0.940 2.369
34 H 1.131 2.240 3.140
35 H 2.499 -1.489 2.733
36 H -2.048 -3.916 1.118
37 H 3.273 -3.484 -0.657
38 H -2.754 1.717 -0.681
39 C -3.949 1.614 1.190
40 H 3.801 -1.179 -1.753
41 C -2.903 1.402 0.341
42 O 1.599 0.323 1.124
43 H 1.640 1.059 4.373
44 H 0.449 2.960 -2.513
45 C 2.329 -3.246 -0.147
46 H 1.478 -1.123 4.133
47 C -1.462 0.214 -3.284
48 V -0.053 0.034 0.281
49 N -0.229 0.778 -1.285
50 C -0.705 2.706 -4.348
51 H 2.787 0.274 -1.487
52 C 3.072 -0.704 -1.079
53 H 3.531 -0.550 -0.094

Summary:
relative energy (zero: lowest compared OMol25 entry of this formula, charge and spin) = 0.0 kJ/mol
spin multiplicity = 2
⟨S²⟩ = 0.98
HOMO (spin up / spin down) = -6.37 / -5.65 eV
max |F| = 3.65 eV/Å


Molecular formula: H36O18
Method: DFT, ωB97M-V/def2-TZVPD

Positions of all 54 atoms, in Å:
1 H -3.122 4.518 0.842
2 H -0.767 -1.715 -3.213
3 H 4.936 -0.114 -3.433
4 H -1.766 -0.601 -3.063
5 O -2.127 -4.027 4.065
6 O 1.057 2.877 -1.236
7 H -1.096 3.629 -2.973
8 H -0.792 -4.332 0.455
9 O 3.003 3.040 1.289
10 O -4.902 -4.299 0.441
11 H -2.356 0.961 2.263
12 H -3.597 0.093 0.642
13 H 0.185 1.114 3.291
14 H 1.087 0.355 2.273
15 H 2.531 3.594 0.654
16 O -3.078 4.088 -0.022
17 H -2.268 -0.429 1.799
18 H -4.095 -4.491 -0.043
19 H 0.545 -1.255 5.930
20 O 4.555 1.593 -0.370
21 H -2.586 -0.558 -0.330
22 H -1.888 3.756 -1.602
23 H 3.743 1.197 -0.693
24 H -1.329 0.884 -4.622
25 H 1.447 0.104 -2.506
26 H -1.554 0.440 -6.026
27 O -1.813 0.186 2.449
28 H -3.964 4.231 -0.397
29 H -1.625 -3.256 3.810
30 O 0.763 -0.460 5.407
31 H 0.823 2.328 -0.487
32 O -1.423 3.176 -2.202
33 H 3.956 -3.546 0.843
34 O 0.875 1.222 2.638
35 H 4.363 2.201 0.387
36 H 2.843 -0.205 -2.063
37 H -4.969 -3.332 0.429
38 O -1.273 0.074 -5.154
39 H 4.866 1.323 -2.870
40 O -1.784 0.926 -1.010
41 H 5.029 -2.569 1.118
42 H 2.267 2.766 1.860
43 O 4.295 0.523 -3.077
44 O -3.215 -0.749 0.395
45 H -2.832 -4.253 3.443
46 H -1.750 1.850 -0.753
47 O -0.152 -4.382 -0.260
48 H -0.876 0.588 -0.890
49 H 1.528 2.264 -1.828
50 H -0.120 -0.395 4.985
51 O 4.668 -3.397 1.500
52 H -0.627 -4.406 -1.090
53 O 2.015 0.222 -1.729
54 O -0.949 -0.929 -2.683

Summary:
relative energy (zero: lowest compared OMol25 entry of this formula, charge and spin) = 356.3 kJ/mol
HOMO = -10.37 eV
max |F| = 1.95 eV/Å


Molecular formula: C5H7F
Method: DFT, ωB97M-V/def2-TZVPD

Positions of all 13 atoms, in Å:
1 C 0.427 0.603 -0.392
2 H -3.353 -1.709 0.011
3 H -0.825 1.214 1.246
4 C -1.885 0.016 0.022
5 H 1.703 0.309 1.329
6 H 1.159 1.339 -0.698
7 H -1.417 1.912 -0.309
8 C -0.900 1.048 0.163
9 F 2.534 -0.484 -0.213
10 C -2.510 -0.965 -0.130
11 H 0.235 -0.103 -1.281
12 C 1.323 -0.265 0.463
13 H 0.965 -1.228 0.862

Summary:
relative energy (zero: lowest compared OMol25 entry of this formula, charge and spin) = 190.1 kJ/mol
HOMO = -10.26 eV
max |F| = 5.73 eV/Å
SMILES = C#CCCCF